The following is a quantum chemistry calculation of a 2-piece molecular cluster, C4H11NO overall, from OMol25.

**Molar mass**: 89.1 g mol⁻¹
**LUMO**: 1.126 eV
**Gap between HOMO and LUMO**: 10.2065 eV
**Highest occupied orbital energy**: -9.081 eV
**Total charge**: 0
**Relative energy (zero: lowest compared OMol25 entry of this formula, charge and spin)**: 1.1928 eV
**SMILES**: CC=O.CCN

```
17
Properties=species:S:1:pos:R:3:forces:R:3
C -1.347 -1.285 2.174 0.1 -0.4 0.0
C 0.118 -1.133 2.461 -0.2 0.1 -0.1
O 0.709 -0.104 2.272 0.3 0.1 0.2
H -1.842 -1.985 2.853 0.1 0.2 0.1
H -1.415 -1.736 1.179 -0.1 0.1 0.0
H -1.832 -0.314 2.161 0.0 0.0 0.0
H 0.663 -2.029 2.824 -0.1 0.0 0.0
C 0.655 0.315 -2.565 0.3 -0.1 -0.2
C 0.933 0.960 -1.218 0.0 0.0 0.1
N -0.319 1.227 -0.500 -0.2 0.3 -0.3
H 0.378 1.036 -3.336 -0.2 0.1 0.1
H 1.547 -0.200 -2.937 -0.1 0.1 0.1
H -0.137 -0.432 -2.474 0.0 0.0 0.0
H 1.518 0.264 -0.622 0.1 -0.1 0.2
H 1.559 1.854 -1.337 -0.1 0.0 -0.1
H -0.183 1.942 0.207 0.1 -0.2 0.1
H -1.005 1.619 -1.141 0.1 -0.1 0.0
```
Forces are in eV/Å.

natural (NBO) population analysis, charges in e, atoms 1 to 8: C -0.722; C 0.443; O -0.524; H 0.219; H 0.244; H 0.239; H 0.100; C -0.620

---

The following is a quantum chemistry calculation of a 2-piece molecular cluster, C4H11NO overall at a distorted geometry, from OMol25.

**Molar mass**: 89.1 g mol⁻¹
**LUMO**: 0.891 eV
**Gap between HOMO and LUMO**: 8.8753 eV
**Highest occupied orbital energy**: -7.985 eV
**Total charge**: 0
**Relative energy (zero: lowest compared OMol25 entry of this formula, charge and spin)**: 2.2936 eV
**SMILES**: CC(C)=CN.O

```
17
Properties=species:S:1:pos:R:3:forces:R:3
C -0.385 -0.087 0.306 -0.4 1.0 0.2
C -0.624 1.148 -0.678 0.2 -1.0 1.9
C 0.617 2.066 -0.884 0.3 -2.0 0.2
C -1.868 1.310 -1.106 -0.1 2.2 -1.4
N -3.023 0.571 -0.901 -2.3 -1.2 3.2
H 0.021 0.346 1.301 -0.6 -1.0 -1.5
H 0.374 -0.712 -0.195 -0.1 0.1 0.6
H -1.312 -0.761 0.508 1.6 1.4 -0.4
H 0.834 2.874 -0.114 -0.6 -0.9 -1.3
H 0.897 2.235 -1.927 -1.0 1.3 -0.1
H 1.417 1.317 -0.821 0.3 0.1 1.0
H -2.133 2.137 -1.801 0.7 -0.3 0.4
H -3.857 1.101 -1.199 0.8 -0.5 0.2
H -3.257 0.259 0.145 1.1 0.8 -3.1
O 3.839 -4.900 2.420 -0.3 0.4 0.4
H 4.690 -4.813 1.999 0.4 -0.1 -0.3
H 3.772 -4.091 2.948 -0.1 -0.3 -0.1
```
Forces are in eV/Å.

natural (NBO) population analysis, charges in e, atoms 1 to 8: C -0.651; C -0.078; C -0.658; C -0.011; N -0.825; H 0.209; H 0.213; H 0.213

---

The following is a quantum chemistry calculation of a 2-piece molecular cluster, C4H11NO overall at a distorted geometry, from OMol25.

**Molar mass**: 89.1 g mol⁻¹
**LUMO**: 0.831 eV
**Gap between HOMO and LUMO**: 10.8807 eV
**Highest occupied orbital energy**: -10.049 eV
**Total charge**: 0
**Relative energy (zero: lowest compared OMol25 entry of this formula, charge and spin)**: 1.4196 eV
**SMILES**: CC(N)=O.CC

```
17
Properties=species:S:1:pos:R:3:forces:R:3
C 2.034 1.204 0.562 2.6 3.3 -3.6
C 0.805 0.858 1.155 -0.8 -3.3 3.4
N 0.956 -0.330 1.968 -4.2 3.5 -2.1
O -0.204 1.481 1.199 -1.6 0.9 -0.6
H 2.068 2.303 0.224 -0.3 -1.5 0.7
H 2.316 0.694 -0.380 -0.3 -0.3 0.7
H 2.791 1.097 1.294 1.1 -0.3 0.5
H 0.071 -0.697 2.283 0.6 -0.4 0.3
H 1.816 -0.693 2.062 3.0 -2.0 0.6
C -1.895 -1.193 -1.436 -0.8 -0.7 -0.1
C -1.576 -1.524 -2.911 -1.5 1.0 0.5
H -2.611 -2.052 -1.086 1.2 1.9 -0.2
H -0.884 -1.406 -0.985 -1.3 1.1 0.6
H -2.394 -0.136 -1.329 1.3 -2.2 0.3
H -0.785 -2.225 -2.847 0.2 -1.5 -0.6
H -2.529 -1.803 -3.407 1.0 -0.2 -0.2
H -1.124 -0.688 -3.417 -0.1 0.6 -0.3
```
Forces are in eV/Å.

natural (NBO) population analysis, charges in e, atoms 1 to 8: C -0.731; C 0.670; N -0.867; O -0.571; H 0.241; H 0.248; H 0.229; H 0.404